[1]
Entry from OMol25: C12H16N2O4S as an isolated structure at a distorted geometry (ωB97M-V with the def2-TZVPD basis set).

Results
E_LUMO	-0.1488	eV
total charge	0
frontier orbital gap	8.23	eV
largest force on an atom	0.157	Eh/bohr
highest occupied orbital energy	-8.38	eV
energy relative to the best compared isomer or geometry (same formula, charge and spin)	1040.5	kJ/mol
calculated total energy	-1275.156539	Ha

The geometry in XYZ format:
```
35
C12H16N2O4S ωB97M-V with the def2-TZVPD basis set
C 1.62502 -0.48518 -1.56904
C 0.29553 -1.30503 -0.88087
C 2.70568 -0.41904 -0.60331
C 2.22797 0.09715 0.73862
C 1.42905 -0.64879 1.57944
C 2.43499 1.49460 0.94593
C 0.78745 0.18888 2.58496
C 1.67019 2.27615 1.81754
C 0.73215 1.57415 2.59683
C -2.12708 -1.15706 -0.90345
C -3.17316 -0.67951 -1.76652
C -2.34945 -1.19598 0.58381
H 0.59279 1.29160 -1.47723
H 1.08076 1.01030 -3.05565
H 1.78246 -1.11657 -2.63121
H 3.35272 -1.42525 -0.86027
H 3.43144 0.24528 -1.13593
H 1.50389 -1.83494 1.91941
H 3.14980 1.78084 0.15667
H 0.52439 -0.39498 3.63764
H 1.90710 3.36184 1.97963
H -1.31451 1.53303 3.55751
H -0.67286 0.19469 -2.39621
H -1.99799 -2.13719 -1.26293
H -3.34672 -1.67318 0.72064
H -1.44914 -2.01830 1.13004
H -3.42179 1.22483 0.94593
H -3.47567 0.40299 -3.39993
N 1.52350 0.92666 -2.11085
N -0.80215 -0.65073 -1.38347
O 0.33744 -2.30210 0.08023
O 0.05418 2.04218 3.78944
O -4.31489 -0.88032 -1.60646
O -2.63116 0.12525 -2.85896
S -2.07192 0.55376 1.13802
```

Atom charges from the natural (NBO) analysis, given in e for atoms 1 to 6: C -0.10; C 0.68; C -0.48; C -0.09; C -0.19; C -0.19

---

[2]
Entry from OMol25: C4H6N2O in the gas phase (ωB97M-V with the def2-TZVPD basis set).

Results
E_LUMO	0.6468	eV
total charge	0
frontier orbital gap	8.80	eV
largest force on an atom	0.006	Eh/bohr
highest occupied orbital energy	-8.16	eV
energy relative to the best compared isomer or geometry (same formula, charge and spin)	130.5	kJ/mol
calculated total energy	-340.745216	Ha
structure (SMILES)	COc1cnc[nH]1

The geometry in XYZ format:
```
13
C4H6N2O ωB97M-V with the def2-TZVPD basis set
C 0.26645 2.02185 0.29688
O 1.09184 0.89739 0.52073
C 0.53172 -0.27492 0.14875
C 1.05888 -1.52975 0.03604
N 0.07871 -2.40826 -0.37646
C -1.00971 -1.70318 -0.50131
N -0.79291 -0.38196 -0.20375
H 0.84449 2.90210 0.57782
H -0.64703 1.97678 0.91566
H -0.03287 2.08213 -0.75917
H 2.07008 -1.84988 0.24128
H -1.97478 -2.06901 -0.82843
H -1.48486 0.33671 -0.06804
```

Atom charges from the natural (NBO) analysis, given in e for atoms 1 to 6: C -0.26; O -0.47; C 0.39; C -0.17; N -0.43; C 0.14

---

[3]
Entry from OMol25: a 2-piece molecular cluster, C3H4BrO3 overall at a distorted geometry (ωB97M-V with the def2-TZVPD basis set).

Results
E_LUMO	3.2483	eV
total charge	-1
frontier orbital gap	6.47	eV
largest force on an atom	0.025	Eh/bohr
highest occupied orbital energy	-3.22	eV
energy relative to the best compared isomer or geometry (same formula, charge and spin)	202.5	kJ/mol
calculated total energy	-2916.477559	Ha

The geometry in XYZ format:
```
11
C3H4BrO3 ωB97M-V with the def2-TZVPD basis set
C 1.45031 -0.22861 -0.04665
C 0.35590 -1.00783 0.34784
C -1.35439 0.66048 -0.50272
O 2.26171 -0.49773 -0.92897
O 1.59624 0.99678 0.61651
O -1.21865 1.60910 0.23088
Br -2.95010 -0.52431 -0.31810
H -0.09739 -0.84513 1.31447
H 0.19946 -1.96994 -0.10675
H -0.96640 0.50679 -1.50725
H 0.72331 1.30039 0.90074
```

Atom charges from the natural (NBO) analysis, given in e for atoms 1 to 6: C 0.68; C -0.78; C 0.35; O -0.71; O -0.75; O -0.63